ORCA calculation (ωB97M-V/def2-TZVPD) on a structure of composition C28H40N5OPZn in a non-equilibrium geometry.

Structure (XYZ):
```
76
Properties=species:S:1:pos:R:3:forces:R:3:mulliken_charge:R:1
Zn -0.1170 -0.4171 1.4041 0.70 1.04 -0.14 0.370
N 1.7469 0.4733 1.6509 1.72 -2.22 -0.56 -0.218
C 1.9738 0.7747 3.0951 0.91 1.20 -0.60 -0.739
C 0.6787 1.2250 3.7399 0.19 -0.85 -0.09 -0.449
N -0.3507 0.1981 3.4207 -1.45 1.04 -0.65 -0.089
C -1.7502 0.7245 3.4143 -0.28 -0.24 -0.68 -0.820
C -2.2836 1.3110 2.0794 -0.84 0.65 0.47 -0.463
N -1.6477 0.8627 0.8379 0.21 0.00 -0.57 -0.246
H 1.7649 1.2235 0.9901 -0.26 1.53 0.01 0.266
H 2.5349 -0.1115 1.2141 -1.38 0.69 1.39 0.423
H 2.4368 -0.0828 3.5840 -0.28 -0.10 -0.10 0.400
H 2.6701 1.6194 3.2101 0.07 -0.37 -0.09 0.383
H 0.7774 1.2284 4.8257 0.18 0.42 -0.03 0.428
H 0.4328 2.2348 3.3883 -0.38 -0.41 -0.03 0.309
H -0.3255 -0.4680 4.1664 0.12 -0.63 0.27 0.280
H -2.4201 -0.0856 3.6919 0.22 -0.30 0.03 0.570
H -1.9475 1.5088 4.1184 0.39 0.33 0.82 0.308
H -3.3339 1.0131 2.1281 -0.06 0.20 -0.41 0.280
H -2.3021 2.4244 2.1099 0.32 -0.79 -0.03 0.395
H -2.1938 0.2133 0.2403 -0.24 0.19 0.46 0.618
H -1.5245 1.6786 0.2133 0.60 -0.41 0.39 -0.112
N -2.7100 -1.2129 -1.0241 -0.27 -0.23 0.21 -0.574
C -2.6453 -2.3430 -0.1241 -0.17 0.29 -0.99 0.798
C -3.7973 -2.8806 0.4750 -0.21 1.90 -0.89 -0.718
C -3.7196 -4.1165 1.0292 -1.57 -0.78 1.29 -0.514
C -2.5835 -4.8921 0.9708 0.45 -1.02 0.83 -0.829
C -1.4013 -4.3158 0.5615 -2.10 1.22 -0.39 -0.738
C -1.4232 -2.9937 0.0879 0.59 -0.38 0.11 -0.160
P 0.1641 -2.1193 -0.1219 -0.73 -1.54 -0.41 1.174
C 1.4890 -3.2451 0.3585 1.04 -0.35 -0.58 0.155
C 1.5539 -3.6653 1.6865 -1.73 0.33 0.43 -0.066
C 2.5721 -4.4137 2.2096 -0.25 -0.49 -0.43 -0.869
C 3.5609 -4.8630 1.3638 -0.71 1.28 -0.97 -0.596
C 3.5751 -4.4408 0.0469 -1.46 1.20 -0.47 -0.691
C 2.5315 -3.6212 -0.5138 1.09 -0.28 1.57 -0.584
C 0.3030 -1.9680 -1.8899 -0.28 0.42 -1.20 -0.217
C 0.9339 -0.8559 -2.4292 0.62 0.91 -0.84 0.031
C 1.0018 -0.7042 -3.8362 -0.12 -0.66 0.76 -0.727
C 0.3740 -1.6285 -4.6660 -0.37 0.33 0.14 -0.566
C -0.3307 -2.7152 -4.1439 1.21 0.45 0.86 -0.748
C -0.3037 -2.9026 -2.7781 -0.12 -0.04 0.79 0.138
H -2.0394 -1.2616 -1.8125 -0.59 -0.16 0.78 0.072
H -3.6597 -1.0905 -1.4130 0.78 -0.09 0.44 0.307
H -4.7468 -2.2881 0.4785 0.89 -0.71 -0.13 0.379
H -4.6114 -4.4716 1.5703 0.49 -0.11 -0.50 0.392
H -2.6007 -5.9176 1.3781 0.03 0.63 -0.41 0.417
H -0.5397 -4.8801 0.4812 1.76 -0.94 0.26 0.723
H 0.6340 -3.5155 2.2733 0.61 0.27 0.18 0.461
H 2.5622 -4.7511 3.2169 -0.15 -0.07 0.74 0.479
H 4.3249 -5.4635 1.7309 1.32 -0.97 0.52 0.520
H 4.4375 -4.6554 -0.5277 0.51 -0.36 -0.77 0.447
H 2.6581 -3.1934 -1.5080 -0.26 -0.35 0.15 0.375
H 1.4090 -0.0522 -1.8118 -0.49 -0.90 -0.37 0.280
H 1.5944 0.0945 -4.2553 -0.14 0.17 -0.07 0.498
H 0.3596 -1.4775 -5.7270 0.25 0.07 -0.40 0.427
H -0.7569 -3.4949 -4.7361 -0.33 -0.05 -0.54 0.468
H -0.7894 -3.8065 -2.4180 0.07 0.22 0.35 0.397
O 1.3986 2.3438 -0.5626 -1.23 2.00 -0.95 -0.732
C 0.7802 3.1952 -1.2266 1.54 -0.74 -0.69 0.045
C 1.3395 3.8518 -2.5258 -0.11 -0.44 0.48 -0.781
C 1.1883 5.4035 -2.7114 0.35 -0.71 0.27 -0.567
C 1.0619 6.1553 -1.4079 -0.46 -0.57 1.95 -0.650
C -0.3547 6.0421 -0.7856 -0.56 -0.02 -0.24 -0.796
C -0.8366 4.6911 -0.1712 0.64 1.64 1.07 -0.558
N -0.5507 3.5479 -0.9795 -0.82 -1.69 -0.80 0.010
H 0.8132 3.3438 -3.3567 0.23 0.07 0.27 0.310
H 2.3763 3.5706 -2.5867 0.43 -0.18 -0.08 0.475
H 0.2966 5.5662 -3.3365 0.51 0.35 0.04 0.324
H 2.1153 5.7697 -3.1870 -0.65 -0.31 -0.30 0.329
H 1.2101 7.2218 -1.4897 0.25 0.28 -0.55 0.406
H 1.8357 5.8432 -0.6419 -0.63 0.05 -0.84 0.263
H -1.0888 6.2855 -1.5995 0.53 -0.04 0.61 0.287
H -0.4559 6.8285 -0.0246 -0.14 -0.25 -0.12 0.389
H -1.9156 4.7779 -0.0577 -0.05 -0.16 0.17 0.408
H -0.4032 4.5110 0.8384 -0.18 0.24 -0.55 0.269
H -1.0104 3.6252 -1.8929 0.19 0.32 0.35 0.334
```
Positions in Å, forces in eV/Å.

Calculated values
- Kohn-Sham gap (eV) = 8.57
- charge = +2
- HOMO energy (eV) = -13.708
- energy above the lowest of the compared OMol25 structures with the same formula, charge and spin (kcal per mole) = 17.3


ORCA calculation (ωB97M-V/def2-TZVPD) on a structure of composition C32H31F5N4O4STeW.

Structure (XYZ):
```
79
Properties=species:S:1:pos:R:3:forces:R:3:mulliken_charge:R:1
W 0.5846 -0.4268 0.6247 0.36 0.26 0.71 2.282
C 1.5210 1.3553 -3.2766 -0.01 0.01 0.02 -0.474
O 1.8724 0.0911 -3.8332 -0.04 -0.05 0.00 -0.494
C 2.6208 -0.7840 -3.1138 0.03 0.09 -0.03 -0.511
C 3.5392 -1.5158 -3.8595 0.00 0.00 0.06 -0.487
C 4.3471 -2.4781 -3.2807 0.03 -0.01 -0.08 -0.858
C 4.2369 -2.7216 -1.9288 -0.02 -0.02 0.12 -0.991
C 3.3212 -2.0074 -1.1553 0.02 0.08 -0.27 0.918
C 3.1579 -2.4135 0.2166 -0.05 0.00 0.12 -0.635
N 2.3095 -1.9327 1.0378 -0.13 0.17 -0.23 0.622
N 2.1887 -2.6602 2.2102 -0.01 -0.06 0.15 -1.338
C 1.1808 -2.2226 2.8769 0.24 0.05 -0.09 0.676
O 0.5424 -1.1373 2.4960 -0.39 -0.26 -0.41 -0.314
C 0.7411 -2.8580 4.1267 -0.01 0.05 0.11 0.149
C 1.0442 -4.1919 4.3782 0.04 0.00 -0.01 -0.421
C 0.6285 -4.7805 5.5606 0.00 -0.01 0.00 -0.725
C -0.0853 -4.0401 6.4929 -0.01 0.01 0.00 -0.372
C -0.3856 -2.7079 6.2432 -0.01 0.00 0.03 -0.922
C 0.0215 -2.1161 5.0598 0.02 -0.03 -0.06 -0.128
C 2.4999 -1.0298 -1.7344 0.10 -0.01 0.13 0.681
O 1.6424 -0.3140 -0.9918 -0.42 -0.08 -0.06 1.189
H 1.3724 2.0210 -4.1249 0.00 0.00 0.01 0.284
H 2.3223 1.7458 -2.6464 0.02 -0.01 0.01 0.316
H 0.6031 1.2730 -2.7032 0.00 -0.01 -0.03 -0.016
H 3.6012 -1.2940 -4.9166 -0.01 0.01 0.00 0.501
H 5.0541 -3.0273 -3.8869 0.00 -0.01 0.01 0.401
H 4.8435 -3.4799 -1.4498 0.01 0.00 -0.01 0.427
H 3.7374 -3.2666 0.5587 0.00 0.01 0.02 0.383
H 1.5956 -4.7558 3.6384 0.00 0.00 0.00 0.425
H 0.8547 -5.8208 5.7535 0.00 0.00 0.00 0.396
H -0.4119 -4.5037 7.4148 0.00 0.00 0.00 0.389
H -0.9403 -2.1312 6.9717 0.00 0.00 0.00 0.409
H -0.2026 -1.0776 4.8538 0.00 -0.01 0.01 0.527
C -4.8405 2.0181 -3.6775 0.01 0.01 0.01 -1.800
C -4.3999 1.6973 -2.2438 -0.04 -0.01 -0.01 1.938
C -4.3931 0.1767 -2.0724 0.02 0.01 0.02 -1.635
C -5.4049 2.2893 -1.2431 -0.01 -0.01 -0.04 -1.640
C -3.0365 2.3157 -1.9466 0.03 -0.05 0.03 -0.863
C -2.8153 3.6795 -2.2107 0.03 0.01 0.03 -0.260
C -1.6409 4.3053 -1.8568 -0.04 0.03 -0.04 -1.468
C -0.6672 3.5534 -1.2098 0.08 -0.06 0.06 0.977
S 0.8587 4.0833 -0.5819 0.02 -0.04 0.01 -0.492
C 1.1655 2.4902 -0.0096 -0.13 0.02 -0.13 0.709
N 0.2390 1.6159 -0.2972 0.05 0.04 0.34 0.796
C -0.8516 2.1961 -0.9505 -0.12 0.02 -0.13 -1.332
C -2.0395 1.5782 -1.3392 0.01 -0.01 -0.04 0.598
C 2.2867 2.1209 0.8309 0.08 -0.01 0.00 0.720
C 3.3001 3.0223 1.1474 -0.04 -0.01 0.00 -0.668
C 4.2934 2.6528 2.0340 0.01 -0.02 0.01 -0.910
C 4.2465 1.3893 2.6078 -0.03 0.05 -0.05 -0.923
C 3.2365 0.4943 2.2759 0.01 -0.11 0.15 -0.822
C 2.2386 0.8298 1.3715 0.14 -0.08 -0.19 0.804
H -5.7969 1.5353 -3.8862 0.00 0.00 0.00 0.457
H -4.1090 1.6533 -4.4016 0.00 -0.01 -0.01 0.395
H -4.9742 3.0881 -3.8389 0.02 0.01 0.00 0.322
H -5.3743 -0.2196 -2.3376 -0.01 0.00 0.01 0.502
H -4.1888 -0.1155 -1.0408 0.00 -0.01 -0.01 0.228
H -3.6559 -0.2967 -2.7255 0.00 0.00 0.00 0.259
H -6.3966 1.8627 -1.4099 0.00 0.00 0.00 0.458
H -5.4782 3.3730 -1.3511 0.00 0.00 0.00 0.378
H -5.0962 2.0673 -0.2202 0.00 0.00 0.00 0.252
H -3.5903 4.2657 -2.6860 0.00 0.01 0.00 0.432
H -1.4868 5.3571 -2.0575 -0.01 0.00 0.00 0.414
H -2.1689 0.5353 -1.1250 -0.01 0.01 -0.02 0.361
H 3.3002 4.0134 0.7080 0.02 0.01 0.01 0.441
H 5.0877 3.3421 2.2863 0.00 0.01 0.00 0.400
H 5.0064 1.0898 3.3185 0.00 0.00 0.01 0.459
H 3.2472 -0.4754 2.7565 -0.02 0.02 -0.03 0.461
N -0.7962 -1.1210 -2.4934 -0.06 0.02 -0.09 -0.531
H -0.1012 -1.7930 -2.8000 0.01 0.00 0.02 0.233
H -1.1413 -0.6513 -3.3236 -0.02 -0.05 -0.01 0.219
H -1.5626 -1.6537 -2.0955 0.02 0.01 0.04 0.265
F -2.8211 1.5325 1.6149 -0.03 -0.01 0.02 -0.522
Te -2.2798 -0.2205 2.2543 0.27 0.35 -0.56 1.350
F -3.9797 -0.6653 1.5954 0.03 -0.07 -0.07 -0.450
F 0.1922 -2.1980 0.0310 0.08 0.02 -0.05 -0.739
F -0.1282 0.9764 2.0215 0.06 -0.03 0.05 -0.645
F -2.0913 -2.1507 2.3728 -0.07 -0.04 0.07 -0.543
O -1.3510 -0.4308 0.5928 -0.10 -0.24 0.36 -0.871
```
Positions in Å, forces in eV/Å.

Calculated values
- Kohn-Sham gap (eV) = 7.26
- HOMO energy (eV) = -8.543
- energy above the lowest of the compared OMol25 structures with the same formula, charge and spin (kcal per mole) = 12.8


ORCA calculation (ωB97M-V/def2-TZVPD) on a cluster of 2 separate species, C3H8N4 in total in a non-equilibrium geometry.

Structure (XYZ):
```
15
Properties=species:S:1:pos:R:3:forces:R:3:mulliken_charge:R:1
H -2.0558 -1.9412 0.3485 -0.18 0.09 -0.31 0.169
N -1.3682 -1.2445 0.0848 0.03 0.01 -0.11 -0.621
C -1.8443 -0.2629 -0.5933 -0.57 -0.54 0.18 0.041
N -1.1617 0.8689 -0.8650 0.94 0.55 0.89 -0.460
C 0.1132 0.9425 -1.0788 -0.97 0.06 -2.30 -0.092
N 0.8272 0.0157 -1.7718 -0.13 -0.01 0.49 -0.381
H -2.8917 -0.1986 -0.9101 0.08 -0.17 0.05 0.370
H 0.5420 1.9395 -1.0686 0.27 -0.06 0.36 0.350
H 0.5545 -0.9430 -1.6082 0.06 0.01 -0.11 0.313
H 1.8142 0.1597 -1.8945 0.02 0.04 0.25 0.245
C 1.2894 0.3632 2.1348 -0.22 0.24 0.59 -0.272
N 1.1473 -0.2338 1.0462 0.58 -0.80 -0.22 -0.483
H 2.2365 0.8554 2.3456 0.06 0.23 0.01 0.260
H 0.5261 0.4468 2.9208 0.02 -0.18 -0.05 0.224
H 0.2712 -0.7675 0.9096 0.02 0.54 0.27 0.337
```
Positions in Å, forces in eV/Å.

Calculated values
- SMILES = [H]/N=C/N=C\N.C=N
- Kohn-Sham gap (eV) = 9.98
- HOMO energy (eV) = -8.987
- energy above the lowest of the compared OMol25 structures with the same formula, charge and spin (kcal per mole) = 47.8


ORCA calculation (ωB97M-V/def2-TZVPD) on a cluster of 2 separate species, H3OPS in total in a non-equilibrium geometry.

Structure (XYZ):
```
6
Properties=species:S:1:pos:R:3:forces:R:3:mulliken_charge:R:1
O 3.3367 -0.8219 -0.6484 0.62 -1.20 -1.84 -0.351
P 3.3785 0.3030 0.2680 -1.25 0.16 1.79 0.361
H 2.3007 -0.2531 1.1828 0.63 1.04 0.04 0.000
S -1.6504 -0.4236 0.3818 0.67 -0.23 0.13 -0.254
H -2.0401 0.8100 0.1277 -0.32 0.51 -0.12 0.141
H -0.3708 0.0080 0.4997 -0.34 -0.29 0.00 0.104
```
Positions in Å, forces in eV/Å.

Calculated values
- SMILES = O=P.S
- Kohn-Sham gap (eV) = 8.68
- HOMO energy (eV) = -9.818
- energy above the lowest of the compared OMol25 structures with the same formula, charge and spin (kcal per mole) = 35.9


ORCA calculation (ωB97M-V/def2-TZVPD) on a cluster of 4 separate species, C2H14N2O3 in total in a non-equilibrium geometry.

Structure (XYZ):
```
21
Properties=species:S:1:pos:R:3:forces:R:3:mulliken_charge:R:1
C 1.4926 0.3683 -1.9690 0.20 -0.18 0.70 -0.930
N 1.6717 -0.0209 -0.5567 -0.54 0.14 -0.54 -0.389
C 0.7082 -1.0303 -0.1504 0.35 -0.71 -0.62 -0.591
N 0.7746 -1.2212 1.2772 -1.09 0.29 0.28 -0.674
H 0.5399 0.8757 -2.0645 -0.20 0.16 -0.12 0.307
H 2.2843 1.0457 -2.2679 0.10 0.13 0.00 0.315
H 1.4954 -0.4815 -2.6406 -0.01 -0.32 -0.32 0.373
H 2.5807 -0.4363 -0.4307 0.36 0.19 0.15 0.270
H 0.8990 -2.0164 -0.6077 0.25 0.09 -0.03 0.440
H -0.2610 -0.7843 -0.6030 -0.21 0.41 0.29 0.362
H 0.5217 -0.3449 1.7302 0.43 0.26 -0.02 0.301
H -0.0559 -1.7592 1.5230 0.29 -0.48 0.15 0.268
O 0.1946 2.4661 0.4651 -0.26 -0.14 0.10 -0.652
H 0.6292 1.6510 0.1657 0.48 0.10 0.03 0.382
H 0.4681 3.1525 -0.1489 0.02 -0.05 -0.03 0.294
O -2.2240 -1.5070 1.9626 -0.59 0.02 0.21 -0.638
H -2.5964 -1.1145 1.1596 0.12 0.17 -0.02 0.349
H -2.9531 -1.4363 2.6006 0.43 -0.13 -0.20 0.302
O -2.3876 0.7541 -0.0340 0.01 -0.03 0.47 -0.695
H -1.4696 0.4793 -0.1300 0.02 0.07 -0.21 0.281
H -2.3123 1.3603 0.7194 -0.14 0.02 -0.27 0.326
```
Positions in Å, forces in eV/Å.

Calculated values
- SMILES = CNCN.O.O.O
- Kohn-Sham gap (eV) = 10.30
- HOMO energy (eV) = -9.579
- energy above the lowest of the compared OMol25 structures with the same formula, charge and spin (kcal per mole) = 18.1


ORCA calculation (ωB97M-V/def2-TZVPD) on the molecule O2S2.

Structure (XYZ):
```
4
Properties=species:S:1:pos:R:3:forces:R:3:mulliken_charge:R:1
O 1.8378 0.4052 -0.0007 -0.43 -0.08 0.00 -0.403
O -1.8378 0.4060 0.0007 0.46 -0.15 0.00 -0.404
S 1.0252 -0.8124 0.0006 -0.90 0.08 -0.01 0.404
S -1.0251 -0.8132 -0.0006 0.86 0.15 0.01 0.404
```
Positions in Å, forces in eV/Å.

Calculated values
- Kohn-Sham gap (alpha / beta) (eV) = 8.07 / 8.07
- HOMO energy (alpha / beta) (eV) = -9.908 / -9.910
- energy above the lowest of the compared OMol25 structures with the same formula, charge and spin (kcal per mole) = 14.6


> What is the energy above the lowest of the compared OMol25 structures with the same formula, charge and spin in the second record?

12.8 kcal per mole